{"formula": "C2H4FNOS", "method": "wB97M-V/def2-TZVPD", "symbols": ["C", "C", "N", "O", "F", "S", "H", "H", "H", "H"], "coordinates": [[0.924, -1.330, 2.078], [-1.351, 0.807, -0.293], [-0.619, 0.294, -1.158], [1.239, -1.582, 0.979], [1.549, -1.989, 3.090], [0.379, 1.216, -2.575], [-1.336, 1.896, -0.405], [0.143, -0.756, 2.581], [-0.377, -0.655, -1.354], [-0.550, 2.099, -2.942]], "atomic_forces_ev_per_a": [[0.386, -1.413, 1.077], [-0.355, 0.144, 0.791], [1.260, 1.209, -2.219], [-0.400, 0.730, -0.700], [0.102, 0.189, 0.239], [0.017, -0.642, 0.771], [-0.241, 0.059, 0.167], [-0.142, 0.509, -0.706], [-0.238, -0.716, 0.419], [-0.390, -0.070, 0.162]], "nbo_charge": [0.729, -0.034, -0.578, -0.512, -0.358, -0.047, 0.137, 0.139, 0.404, 0.120], "spin_multiplicity": 1, "homo_lumo_gap_ha": 0.32299, "lumo_ev": 0.115, "de_lowest_kcal_mol": 64.6, "homo_energy_ev": -8.67}

***

{"formula": "C15H16ClN3O4S", "method": "wB97M-V/def2-TZVPD", "symbols": ["N", "S", "O", "O", "C", "C", "C", "C", "O", "N", "N", "C", "C", "C", "C", "C", "C", "C", "O", "C", "C", "C", "C", "Cl", "H", "H", "H", "H", "H", "H", "H", "H", "H", "H", "H", "H", "H", "H", "H", "H"], "coordinates": [[-2.201, -4.389, 3.020], [-0.739, -3.864, 3.576], [-0.627, -4.880, 4.631], [-1.008, -2.534, 4.173], [0.384, -3.833, 2.101], [0.478, -2.700, 1.435], [1.311, -2.540, 0.275], [1.151, -1.314, -0.557], [1.862, -1.105, -1.633], [0.012, -0.546, -0.287], [-0.138, 0.882, -0.383], [0.532, 1.788, 0.528], [0.247, 3.212, -0.028], [-0.917, 3.074, -1.003], [-0.919, 3.983, -2.213], [-0.124, 5.058, -2.453], [-0.623, 5.739, -3.597], [-1.739, 5.011, -3.957], [-1.914, 3.940, -3.152], [-0.727, 1.589, -1.443], [2.310, -3.550, -0.012], [2.403, -4.642, 0.860], [1.416, -4.891, 1.861], [1.610, -6.360, 2.825], [-2.777, -4.269, 3.817], [-2.070, -5.336, 2.720], [-0.155, -1.909, 1.673], [-0.833, -1.068, -0.226], [1.652, 1.627, 0.640], [0.209, 1.767, 1.595], [1.212, 3.484, -0.499], [0.081, 3.910, 0.699], [-1.854, 3.191, -0.441], [0.638, 5.520, -1.815], [-0.310, 6.698, -4.043], [-2.404, 5.347, -4.747], [-1.714, 1.089, -1.664], [-0.026, 1.503, -2.339], [3.105, -3.246, -0.708], [3.208, -5.437, 0.770]], "atomic_forces_ev_per_a": [[0.537, 1.468, -3.124], [-2.735, 0.316, 4.272], [2.886, 0.476, -1.133], [1.369, -1.451, -2.389], [2.101, -4.742, 2.632], [0.994, 1.344, -3.474], [0.676, -1.421, 0.890], [1.708, 1.061, -5.772], [-2.105, -0.599, 5.130], [0.733, 2.031, 0.302], [0.909, -1.340, 2.236], [1.125, 0.113, 1.697], [1.978, -1.805, -2.057], [0.056, -1.445, -0.967], [0.627, 0.791, 0.927], [0.631, 0.894, 0.556], [-1.444, -0.480, -0.384], [1.537, 1.911, -0.444], [-0.188, -0.134, 0.189], [-0.950, -1.082, -2.818], [-0.948, 2.243, 1.389], [-0.484, -1.524, 0.467], [-0.357, 1.552, -0.242], [-0.443, 1.192, -0.684], [-0.836, -0.221, 0.748], [-0.395, -0.626, 0.097], [-0.955, 1.292, 0.557], [-0.682, -0.052, 0.569], [-1.067, 0.058, -0.591], [-0.386, -0.531, -0.596], [-0.765, 0.221, -0.340], [-0.548, 1.667, 2.062], [0.097, -0.153, -0.226], [-0.195, -0.834, -0.209], [-0.138, -0.883, 0.346], [-0.360, -1.080, 0.281], [0.820, 0.648, -0.340], [-1.154, 0.493, 0.473], [-0.600, -0.646, -0.019], [-1.051, 1.276, -0.009]], "nbo_charge": [-1.046, 2.190, -0.923, -0.909, -0.313, -0.160, -0.138, 0.628, -0.574, -0.475, -0.297, -0.201, -0.398, -0.262, 0.282, -0.309, -0.317, 0.083, -0.404, -0.195, -0.105, -0.253, 0.024, 0.061, 0.406, 0.388, 0.257, 0.385, 0.181, 0.180, 0.215, 0.216, 0.224, 0.227, 0.232, 0.207, 0.193, 0.188, 0.261, 0.250], "spin_multiplicity": 1, "smiles": "NS(=O)(=O)c1cc(C(=O)NN2CC[C@@H](c3ccco3)C2)ccc1Cl", "homo_lumo_gap_ha": 0.26448, "lumo_ev": -1.124, "de_lowest_kcal_mol": 128.8, "homo_energy_ev": -8.32}

***

no.,energy (Eh)
1,-706.5364
2,-1904.6131